# C23H23Co2O8Si

A molecular structure, C23H23Co2O8Si at a distorted geometry (the ωB97M-V functional and the def2-TZVPD basis, the OMol25 dataset).

Last column: Mulliken charge in e.
Cartesian coordinates (Å):
C (2.0884, 0.3191, -0.5091)  -2.30
C (1.0298, -0.7524, -0.5463)  2.91
C (0.4938, -0.6218, -2.1108)  -0.63
O (0.4974, 0.4528, -2.8305)  -0.38
Si (-0.0151, 0.3195, -4.5743)  0.43
C (-0.2018, 2.1290, -4.9722)  -1.09
C (1.4024, -0.4481, -5.5057)  -1.03
C (-1.6272, -0.5974, -4.7329)  -1.02
O (0.3116, -1.7980, -2.6841)  -0.44
C (0.7248, -2.9192, -1.7338)  -0.62
C (1.5773, -2.1880, -0.7401)  -1.01
H (2.6551, 0.1939, 0.4114)  0.41
H (2.7096, 0.1276, -1.3705)  0.91
H (1.6333, 1.3135, -0.5637)  0.13
H (-0.6712, 2.2426, -5.9602)  0.36
H (-0.8268, 2.6442, -4.2287)  0.32
H (0.7828, 2.6190, -5.0020)  0.29
H (1.1461, -0.5079, -6.5764)  0.37
H (2.3058, 0.1708, -5.4083)  0.28
H (1.6327, -1.4634, -5.1560)  0.29
H (-2.1736, -0.1850, -5.5973)  0.37
H (-1.4705, -1.6680, -4.9185)  0.27
H (-2.2617, -0.4803, -3.8440)  0.33
H (-0.1830, -3.3107, -1.3206)  0.30
H (1.2700, -3.6194, -2.3350)  0.39
H (2.5534, -1.9835, -1.1874)  0.34
H (1.7389, -2.6906, 0.1941)  0.26
O (0.5942, 3.8831, 4.8637)  -0.56
C (0.2716, 3.1907, 3.9809)  0.05
Co (0.6928, 1.6960, 2.9258)  0.10
C (2.4411, 1.7187, 3.1739)  0.00
O (3.5483, 1.7035, 3.3565)  -0.39
C (0.3426, 0.6350, 4.2561)  0.18
O (0.1507, -0.0175, 5.2162)  -0.47
C (-0.1310, 2.0490, 1.3505)  -1.69
C (0.3190, 0.7564, 1.4200)  0.41
C (0.1721, -0.5599, 0.6392)  0.71
C (-0.2553, -1.5784, 1.8976)  0.15
C (0.5206, -2.6808, 2.2701)  -0.20
C (-0.0387, -3.6130, 3.1523)  -0.95
C (-1.2837, -3.3794, 3.7153)  -0.50
C (-1.9830, -2.2166, 3.4496)  -0.80
C (-1.4542, -1.2806, 2.5500)  -0.33
Co (-1.3133, 3.1256, 2.6813)  -0.11
C (-1.7603, 4.7861, 3.0898)  0.42
O (-2.0176, 5.8694, 3.3833)  -0.44
C (-2.2802, 2.1337, 3.8019)  0.01
O (-2.9082, 1.5298, 4.5514)  -0.38
C (-2.4610, 3.2718, 1.3487)  0.37
O (-3.2075, 3.3914, 0.4661)  -0.45
H (0.0442, 2.7157, 0.4831)  0.53
H (-0.5812, -0.6455, -0.1607)  0.56
H (1.5364, -2.7721, 1.9162)  0.57
H (0.5193, -4.4817, 3.3542)  0.45
H (-1.7039, -4.1313, 4.4088)  0.31
H (-2.9110, -2.0316, 3.8939)  0.53
H (-1.9851, -0.3657, 2.3673)  0.49

Computed properties:
- Max |F|: 5.48 eV/A
- Gap between HOMO and LUMO: 3.0 eV
- Charge: -1

# C23H23CoN3O9

A molecular structure, C23H23CoN3O9 at a distorted geometry (the ωB97M-V functional and the def2-TZVPD basis, the OMol25 dataset).

Last column: Mulliken charge in e.
Cartesian coordinates (Å):
Co (0.2263, 0.8822, 0.0476)  0.36
C (4.3751, -0.1811, -0.4997)  -1.51
C (2.8743, -0.1448, -0.7419)  1.05
O (2.1656, 0.2006, 0.2362)  -0.65
C (2.4152, -0.4962, -2.0155)  -1.53
C (1.0563, -0.4660, -2.4094)  1.58
C (0.7169, -0.9295, -3.8033)  -1.33
N (0.1131, -0.0923, -1.5936)  -0.31
N (-1.2052, -0.0652, -2.1254)  -0.01
C (-2.1314, 0.2012, -0.9346)  1.43
O (-1.6296, 0.0201, 0.2489)  -0.72
C (-3.5021, -0.4278, -1.1303)  0.09
C (-3.8900, -1.0276, -2.3210)  -0.22
C (-5.1753, -1.5381, -2.4672)  -0.79
C (-6.0826, -1.4551, -1.4222)  -0.34
C (-5.6938, -0.8637, -0.2246)  -0.58
C (-4.4134, -0.3562, -0.0805)  -0.65
H (4.5603, -0.1973, 0.5725)  0.35
H (4.8250, 0.7222, -0.9177)  0.26
H (4.8463, -1.0435, -0.9740)  0.37
H (3.1450, -0.7838, -2.7603)  0.18
H (1.6293, -1.0560, -4.3842)  0.38
H (0.0648, -0.2235, -4.3136)  0.26
H (0.1876, -1.8833, -3.7518)  0.26
H (-3.1674, -1.1104, -3.1221)  0.40
H (-5.4656, -2.0052, -3.4015)  0.36
H (-7.0856, -1.8500, -1.5365)  0.36
H (-6.3931, -0.8019, 0.6010)  0.37
H (-4.0906, 0.1012, 0.8456)  0.38
C (-2.1110, 0.1865, 4.0366)  -1.37
C (-0.7363, 0.2846, 3.3746)  2.16
C (0.3726, 0.0756, 4.4010)  -1.98
O (-0.5957, -0.7698, 2.4342)  -0.72
C (-0.5218, 1.7122, 2.7860)  0.21
O (-0.9311, 2.6536, 3.4733)  -0.77
O (0.1504, 1.8215, 1.7173)  -0.40
H (-2.1733, -0.7395, 4.6154)  0.35
H (-2.8845, 0.1614, 3.2660)  0.13
H (-2.2890, 1.0453, 4.6807)  0.31
H (0.2673, -0.9128, 4.8565)  0.41
H (0.3183, 0.8431, 5.1737)  0.36
H (1.3419, 0.1312, 3.9046)  0.37
H (-1.0836, -0.5328, 1.6236)  0.59
O (-2.2247, 1.6306, -1.3546)  -0.57
C (-1.5704, 1.3123, -2.5718)  0.55
C (-0.4960, 2.2395, -3.0635)  -0.07
C (-0.5753, 2.6122, -4.3839)  -0.11
C (0.4057, 3.3946, -4.9990)  -0.62
C (1.5373, 3.7907, -4.2709)  -0.47
C (1.6436, 3.4499, -2.9569)  -0.69
C (0.6201, 2.7152, -2.2518)  0.01
O (0.7319, 2.5442, -1.0125)  -0.62
N (0.2643, 3.7753, -6.3619)  1.01
O (1.1496, 4.4546, -6.8861)  -0.72
O (-0.7355, 3.4190, -6.9857)  -0.69
H (-2.3089, 1.2065, -3.3812)  0.16
H (-1.4179, 2.2869, -4.9813)  0.46
H (2.3138, 4.3507, -4.7729)  0.46
H (2.5126, 3.7278, -2.3747)  0.46

Computed properties:
- Max |F|: 1.01 eV/A
- Spin multiplicity: 2
- Gap between HOMO and LUMO (spin up / spin down): 6.8 / 6.8 eV
- Charge: -2
- ⟨S²⟩: 1.0405

# C23H23CoPSb

A molecular structure, C23H23CoPSb at a distorted geometry (the ωB97M-V functional and the def2-TZVPD basis, the OMol25 dataset).

Last column: Mulliken charge in e.
Cartesian coordinates (Å):
C (0.6280, 0.5192, -4.1832)  -0.79
C (2.0481, 0.4147, -4.0503)  -0.78
C (2.4639, 1.2292, -2.9484)  -0.32
C (1.3444, 1.9989, -2.5175)  -0.32
C (0.1470, 1.5596, -3.1735)  -0.74
Co (-1.3908, -0.2173, -2.2274)  -0.04
P (-1.0608, -2.4649, -2.9125)  -0.14
H (0.0892, 0.2728, -5.0862)  0.45
H (2.7323, -0.1046, -4.7011)  0.46
H (3.5140, 1.3189, -2.5686)  0.37
H (-0.6899, 2.2268, -3.3860)  0.71
H (1.4286, 2.8799, -1.8534)  0.35
H (-0.5092, -3.4495, -2.0001)  0.04
H (-0.6075, -2.9403, -4.2156)  0.08
H (-2.4986, -2.7147, -2.9260)  0.03
C (-2.6139, -3.5909, 2.3580)  -0.41
C (-3.2322, -2.7296, 1.4382)  -0.59
C (-2.4877, -1.7373, 0.8046)  -0.55
C (-1.1289, -1.5894, 1.0963)  0.30
C (-0.4932, -2.4593, 1.9923)  -0.41
C (-1.2380, -3.4602, 2.6219)  -0.43
Sb (-0.0841, -0.0218, 0.0396)  0.71
C (-1.1865, 1.7109, 0.6878)  0.27
C (-1.7456, 2.5583, -0.2715)  -0.14
C (-2.5636, 3.6178, 0.1352)  -0.67
C (-2.8340, 3.8045, 1.4999)  -0.42
C (-2.2812, 2.9339, 2.4523)  -0.57
C (-1.4617, 1.8753, 2.0500)  -0.40
C (1.9533, -0.1031, 0.8351)  0.15
C (2.4208, 0.9027, 1.6888)  -0.33
C (3.7071, 0.8009, 2.2369)  -0.47
C (4.5268, -0.2905, 1.9165)  -0.40
C (4.0605, -1.2754, 1.0303)  -0.53
C (2.7745, -1.1782, 0.4808)  -0.50
H (-3.2019, -4.3572, 2.8701)  0.33
H (-4.2959, -2.8266, 1.2294)  0.36
H (-2.9800, -1.0862, 0.0713)  0.23
H (0.5722, -2.3515, 2.2116)  0.33
H (-0.7556, -4.1358, 3.3240)  0.35
H (-1.5645, 2.3962, -1.3427)  0.17
H (-2.9843, 4.2942, -0.6082)  0.38
H (-3.4779, 4.6283, 1.8172)  0.33
H (-2.4893, 3.0775, 3.5185)  0.34
H (-1.0492, 1.1823, 2.7894)  0.36
H (1.7808, 1.7544, 1.9388)  0.35
H (4.0683, 1.5734, 2.9177)  0.35
H (5.5243, -0.3735, 2.3543)  0.34
H (4.7013, -2.1231, 0.7710)  0.35
H (2.4204, -1.9496, -0.2057)  0.44

Computed properties:
- Max |F|: 2.96 eV/A
- Spin multiplicity: 4
- Gap between HOMO and LUMO (spin up / spin down): 4.0 / 6.1 eV
- Charge: -1
- ⟨S²⟩: 3.7663

# C23H23F24N3O5

4 unconnected molecules or ions with the total composition C23H23F24N3O5 (the ωB97M-V functional and the def2-TZVPD basis, the OMol25 dataset).

Last column: Mulliken charge in e.
Cartesian coordinates (Å):
F (-0.3414, -2.6277, -0.0260)  -0.23
C (0.5737, -1.6448, 0.0238)  0.17
F (1.6554, -2.1029, 0.7030)  -0.24
C (0.0281, -0.4091, 0.7478)  0.93
F (-0.1654, -0.6872, 2.0508)  -0.30
F (1.0550, 0.4987, 0.6662)  -0.33
C (-1.1954, 0.2942, 0.1486)  -0.70
O (-2.4632, -0.0102, 0.6985)  -0.42
C (-3.2156, -1.0605, 0.2709)  0.77
F (-2.7212, -1.6353, -0.8372)  -0.32
F (-4.4420, -0.5592, -0.0563)  -0.35
C (-3.4680, -2.0936, 1.3795)  0.21
F (-2.2964, -2.5264, 1.8852)  -0.23
F (-4.1214, -3.1460, 0.8476)  -0.24
H (0.8852, -1.3838, -0.9912)  0.22
H (-1.0512, 1.3479, 0.3846)  0.34
H (-1.1943, 0.2141, -0.9399)  0.37
H (-4.0672, -1.6458, 2.1743)  0.24
F (6.4008, -2.6063, 0.0912)  -0.25
C (5.3388, -1.7843, 0.0912)  0.17
F (5.5299, -0.8337, -0.8567)  -0.26
C (5.1767, -1.0797, 1.4423)  1.02
F (6.1978, -0.2186, 1.6463)  -0.35
F (4.0440, -0.3260, 1.2828)  -0.20
C (4.9370, -1.9385, 2.6878)  -0.98
O (6.0496, -2.2104, 3.5132)  -0.40
C (6.8708, -3.2844, 3.3067)  0.81
F (6.3951, -4.1174, 2.3664)  -0.29
F (6.9258, -3.9745, 4.4697)  -0.30
C (8.3176, -2.8591, 3.0060)  0.19
F (8.3576, -2.0306, 1.9456)  -0.22
F (9.0383, -3.9636, 2.7187)  -0.26
H (4.4347, -2.3480, -0.1528)  0.22
H (4.2880, -1.3264, 3.3133)  0.42
H (4.3777, -2.8406, 2.4366)  0.40
H (8.7437, -2.3582, 3.8768)  0.25
F (-10.2351, -1.4730, -2.6796)  -0.22
C (-11.1082, -0.6645, -2.0504)  0.08
F (-11.6643, 0.1583, -2.9662)  -0.26
C (-10.4080, 0.1909, -0.9883)  0.89
F (-9.5803, 1.0771, -1.5723)  -0.27
F (-11.4257, 0.8953, -0.4004)  -0.33
C (-9.6993, -0.5327, 0.1628)  -0.74
O (-8.2988, -0.7003, 0.0749)  -0.34
C (-7.7216, -1.7787, -0.5355)  0.76
F (-8.6218, -2.7197, -0.8706)  -0.31
F (-6.8752, -2.3375, 0.3622)  -0.24
C (-6.8589, -1.3689, -1.7390)  0.51
F (-7.6012, -0.6729, -2.6253)  -0.25
F (-6.4084, -2.4895, -2.3480)  -0.26
H (-11.8968, -1.2666, -1.5918)  0.29
H (-9.8285, 0.1357, 1.0132)  0.39
H (-10.2087, -1.4653, 0.4093)  0.31
H (-6.0125, -0.7633, -1.4240)  0.06
N (0.0569, 3.4173, 0.2190)  -0.52
C (1.0680, 3.9481, 0.2787)  0.35
C (2.3640, 4.6294, 0.3135)  -0.95
C (3.4017, 3.8595, -0.5591)  2.08
C (4.5514, 4.7620, -0.7558)  -0.65
N (5.4389, 5.4716, -0.8961)  -0.57
C (3.8293, 2.5885, 0.2135)  -0.46
N (4.5706, 2.8866, 1.4357)  -0.61
C (2.8066, 3.4759, -1.9294)  -0.96
C (3.8249, 2.9199, -2.9235)  -0.67
O (3.1190, 2.3738, -4.0630)  -0.33
C (3.1604, 1.0237, -4.1492)  0.30
O (3.5646, 0.4290, -5.0996)  -0.47
H (2.7257, 4.6713, 1.3440)  0.44
H (2.2419, 5.6572, -0.0423)  0.48
H (2.9131, 2.0098, 0.3996)  -0.09
H (4.4623, 1.9726, -0.4269)  0.49
H (5.2467, 2.1548, 1.6181)  0.23
H (3.9556, 2.9063, 2.2413)  0.28
H (2.0181, 2.7304, -1.7871)  0.25
H (2.3573, 4.3651, -2.3856)  0.42
H (4.4509, 2.1388, -2.4844)  0.46
H (4.4735, 3.6996, -3.3233)  0.30
H (2.7327, 0.4939, -3.2769)  0.24

Computed properties:
- Max |F|: 0.61 eV/A
- Gap between HOMO and LUMO: 10.6 eV

# C23H23FN

A gas-phase ion, C23H23FN (charge +1) at a distorted geometry (the ωB97M-V functional and the def2-TZVPD basis, the OMol25 dataset).

Last column: Mulliken charge in e.
Cartesian coordinates (Å):
F (-2.7867, 0.8270, -4.2262)  -0.31
C (-2.5519, 0.9683, -2.8731)  0.04
C (-3.3222, 1.9077, -2.2138)  -0.48
C (-3.2145, 1.9715, -0.8246)  -0.67
C (-2.4655, 1.0142, -0.1310)  -0.28
C (-1.5778, 0.1261, -0.8247)  0.52
C (-0.5533, -0.7427, -0.0774)  -0.30
C (-0.6978, -2.2568, -0.1633)  0.24
C (-0.5367, -2.9650, 1.0505)  -0.45
C (-0.2194, -4.3240, 1.0143)  -0.62
C (-0.1790, -4.9684, -0.2266)  -0.43
C (-0.5865, -4.3217, -1.3911)  -0.68
C (-0.9884, -2.9850, -1.3266)  -0.29
N (1.0797, -0.3396, 0.0534)  -0.04
C (2.3543, -1.0397, -0.5757)  -0.44
C (3.3700, 0.0386, -0.9675)  -0.55
C (2.7465, 1.3744, -0.5502)  -1.00
C (1.2522, 1.1444, -0.1833)  0.59
C (0.8902, 1.8435, 1.0912)  0.02
C (0.0531, 2.9273, 0.9452)  -0.26
C (-0.4655, 3.5325, 2.0819)  -0.81
C (-0.1123, 3.0774, 3.3513)  -0.54
C (0.7728, 2.0099, 3.4899)  -1.00
C (1.3202, 1.4021, 2.3526)  -0.31
C (-1.6919, 0.0753, -2.2115)  -0.47
H (-3.9970, 2.5795, -2.7546)  0.45
H (-3.6912, 2.7822, -0.2723)  0.41
H (-2.3661, 1.1341, 0.9474)  0.47
H (-0.7763, -0.4932, 0.9867)  0.30
H (-0.5084, -2.4467, 2.0172)  0.40
H (0.0823, -4.8653, 1.9163)  0.39
H (0.1542, -5.9976, -0.3105)  0.40
H (-0.5599, -4.8071, -2.3677)  0.40
H (-1.3920, -2.4861, -2.2056)  0.48
H (1.3242, -0.4185, 1.0987)  0.35
H (2.1151, -1.7124, -1.3995)  0.34
H (2.7717, -1.6438, 0.2404)  0.33
H (3.5538, 0.0582, -2.0571)  0.29
H (4.3699, -0.1780, -0.5263)  0.28
H (2.8293, 2.1035, -1.3707)  0.42
H (3.3426, 1.8581, 0.2413)  0.43
H (0.6630, 1.4403, -1.0712)  0.52
H (-0.2224, 3.2351, -0.0708)  0.47
H (-1.1171, 4.3883, 1.9563)  0.44
H (-0.4978, 3.5614, 4.2444)  0.44
H (1.0857, 1.6395, 4.4656)  0.41
H (2.0369, 0.5703, 2.4423)  0.58
H (-1.0901, -0.5990, -2.8140)  0.53

Computed properties:
- Max |F|: 2.51 eV/A
- Gap between HOMO and LUMO: 9.3 eV
- Charge: +1

# C23H23FN2

A single C23H23FN2 molecule at a distorted geometry (the ωB97M-V functional and the def2-TZVPD basis, the OMol25 dataset).

Last column: Mulliken charge in e.
Cartesian coordinates (Å):
C (0.5893, 3.0135, 6.4178)  -1.35
C (0.3482, 2.0810, 5.2586)  0.72
C (-0.8751, 1.4015, 5.2142)  -0.62
C (-1.1962, 0.6238, 4.1299)  -1.20
C (-0.3526, 0.6087, 3.0024)  -0.52
C (0.8842, 1.2317, 3.0859)  0.15
C (1.2739, 1.9819, 4.2039)  0.18
F (2.4271, 2.7142, 4.2104)  -0.35
C (1.6134, 0.9018, 1.8032)  1.13
C (3.1098, 0.6645, 1.9057)  -0.79
C (3.6123, 0.3449, 0.4915)  -0.81
N (2.9225, -0.8979, -0.0174)  -0.47
C (1.4260, -0.8843, 0.0280)  -0.11
C (0.9351, -0.1182, -1.2146)  -1.49
C (-0.5613, -0.1403, -1.3501)  0.53
C (-1.2533, 0.9954, -0.9220)  -0.39
C (-2.6345, 1.0529, -0.9203)  -0.78
C (-3.3778, 0.0568, -1.5219)  -0.97
C (-2.7260, -1.0992, -1.9791)  1.11
C (-3.4931, -2.1748, -2.5045)  -0.86
C (-2.8673, -3.3548, -2.8677)  -0.47
C (-1.5003, -3.4937, -2.7713)  -0.84
C (-0.7051, -2.3920, -2.3317)  -0.68
C (-1.3064, -1.2155, -1.9018)  0.65
C (0.8931, -0.3862, 1.3930)  -0.45
N (-0.4683, -0.0621, 1.8258)  0.19
H (0.8917, 4.0051, 6.0147)  0.29
H (1.3922, 2.6851, 7.0549)  0.29
H (-0.3577, 3.1107, 6.9657)  0.36
H (-1.5638, 1.4669, 6.0337)  0.36
H (-2.1437, 0.0801, 4.0984)  0.35
H (1.4450, 1.7539, 1.0683)  0.11
H (3.6332, 1.5427, 2.3298)  0.38
H (3.2945, -0.2015, 2.5680)  0.31
H (4.7004, 0.1838, 0.5158)  0.45
H (3.5094, 1.1997, -0.1770)  0.35
H (3.2565, -1.1474, -0.9547)  0.37
H (1.0984, -1.9182, -0.0690)  0.68
H (1.3537, -0.5198, -2.1663)  0.50
H (1.3294, 0.8788, -1.1735)  0.49
H (-0.6916, 1.8199, -0.5140)  0.35
H (-3.1223, 1.9149, -0.4886)  0.44
H (-4.4650, 0.1533, -1.5697)  0.35
H (-4.5495, -2.0374, -2.5767)  0.42
H (-3.4276, -4.1989, -3.2704)  0.36
H (-1.0128, -4.4227, -3.0090)  0.40
H (0.3475, -2.4997, -2.3284)  0.45
H (1.2313, -1.2226, 2.0343)  0.11
H (-1.2277, -0.7529, 1.7038)  0.29

Computed properties:
- Max |F|: 3.23 eV/A
- Gap between HOMO and LUMO: 7.9 eV